1.
{"formula": "C5H7BrCl20NO4P3Si", "method": "the ωB97M-V functional and the def2-TZVPD basis", "symbols": ["N", "P", "O", "Si", "Br", "P", "P", "O", "O", "O", "H", "H", "H", "H", "H", "H", "H", "Cl", "C", "Cl", "Cl", "Cl", "Cl", "C", "Cl", "Cl", "Cl", "Cl", "C", "Cl", "Cl", "Cl", "Cl", "C", "Cl", "Cl", "Cl", "Cl", "C", "Cl", "Cl", "Cl"], "xyz": [[-1.6161, 0.5162, -0.3985], [-0.6332, 1.6056, 0.4863], [0.5702, 2.0425, -0.5715], [-1.9017, 3.4539, 0.1255], [-1.2973, 4.9780, 1.6282], [-3.9317, 2.7528, 0.7607], [-4.6565, 1.9504, -1.1320], [-3.9071, 2.3307, -2.3285], [-6.2018, 2.3963, -1.1800], [-4.6849, 0.3612, -0.9035], [-1.3870, 0.4006, -1.3812], [-1.6540, -0.3943, 0.0458], [1.3252, 1.4483, -0.5064], [-1.8073, 4.0862, -1.2011], [-4.6762, 3.9521, 0.7630], [-6.8105, 1.9258, -0.6025], [-5.5119, -0.0384, -0.6208], [1.6748, 3.8193, -3.3612], [2.8384, 2.5527, -3.7286], [2.0855, 1.3312, -4.7585], [4.2406, 3.2378, -4.5514], [3.3777, 1.7869, -2.2196], [7.1890, 4.1400, -5.7754], [8.2910, 2.8058, -6.1401], [7.4507, 1.6095, -7.1299], [9.6909, 3.4249, -7.0177], [8.8206, 2.0567, -4.6316], [-0.5158, -2.1572, 2.4513], [0.2779, -3.6806, 2.0400], [1.4416, -4.1000, 3.2971], [-0.9333, -4.9617, 1.9154], [1.1134, -3.5084, 0.4916], [-3.5248, -0.8672, 5.6247], [-3.9303, 0.2109, 4.2869], [-4.4700, 1.7670, 4.9163], [-2.5129, 0.4507, 3.2659], [-5.2300, -0.5186, 3.3255], [3.4512, -9.4138, 3.8742], [2.2806, -8.6342, 4.9425], [3.1245, -7.9279, 6.3252], [1.4352, -7.3595, 4.0599], [1.1155, -9.8321, 5.5139]], "nbo_charge": [-1.1820, 0.8704, -0.9905, 0.6434, -0.3042, -0.3139, 2.1242, -1.0733, -0.9941, -0.9974, 0.4028, 0.3934, 0.4959, -0.1204, 0.0446, 0.5016, 0.5038, 0.0773, -0.2254, 0.0563, 0.0594, 0.0293, 0.0535, -0.2272, 0.0595, 0.0607, 0.0592, 0.0548, -0.2288, 0.0638, 0.0556, 0.0532, 0.0604, -0.2252, 0.0638, 0.0607, 0.0380, 0.0568, -0.2279, 0.0549, 0.0567, 0.0564], "lumo_ev": -0.172, "mol_weight_g_mol": 1055.1, "orbital_gap_ev": 8.4, "smiles": "NP(O)[Si@H](Br)PP(=O)(O)O.ClC(Cl)(Cl)Cl.ClC(Cl)(Cl)Cl.ClC(Cl)(Cl)Cl.ClC(Cl)(Cl)Cl.ClC(Cl)(Cl)Cl", "e_homo_ha": -0.316, "charge": 0}

---

2.
{"formula": "C57H69F3N2O14S3", "method": "the ωB97M-V functional and the def2-TZVPD basis", "symbols": ["C", "C", "C", "C", "N", "C", "C", "C", "C", "C", "C", "C", "C", "C", "C", "O", "C", "C", "N", "C", "C", "O", "S", "O", "O", "C", "C", "C", "C", "F", "C", "F", "F", "C", "S", "S", "C", "C", "C", "H", "H", "H", "H", "H", "H", "H", "H", "H", "H", "H", "H", "H", "H", "H", "H", "H", "H", "H", "H", "H", "H", "H", "H", "H", "H", "H", "H", "H", "H", "H", "H", "H", "H", "H", "H", "H", "H", "H", "H", "H", "H", "H", "H", "H", "H", "H", "H", "H", "O", "C", "C", "C", "C", "O", "C", "C", "H", "H", "H", "H", "O", "C", "C", "C", "C", "O", "C", "C", "H", "H", "H", "H", "O", "C", "C", "C", "C", "O", "C", "C", "H", "H", "H", "H", "O", "C", "C", "C", "C", "O", "C", "C", "H", "H", "H", "H", "O", "C", "C", "C", "C", "O", "C", "C", "H", "H", "H", "H"], "xyz": [[-1.1934, 5.3729, 4.8065], [-2.3776, 5.4649, 3.8216], [-3.0074, 4.0898, 3.5535], [-2.2026, 3.3113, 2.5332], [-2.8915, 2.0970, 2.0487], [-1.9360, 1.3633, 1.1644], [-2.5633, 0.1410, 0.5208], [-1.5824, -0.7461, -0.2699], [-0.1334, -0.8168, 0.2462], [0.0420, -1.3207, 1.6958], [1.4246, -0.9852, 2.3189], [1.9993, 0.3741, 1.8947], [2.7569, 0.4437, 0.5558], [2.5719, 1.7805, -0.1948], [1.8848, 1.6784, -1.5583], [2.6922, 2.2828, -2.5562], [1.9489, 2.9707, -3.5355], [2.4570, -2.1003, 2.1063], [3.7433, -1.7490, 2.6023], [4.8919, -2.3994, 1.9501], [6.0881, -1.4456, 1.8350], [2.0598, -3.3478, 2.8007], [0.5412, -3.6358, 3.0817], [0.3224, -5.0513, 2.9819], [0.1592, -2.9695, 4.3003], [-0.2827, -2.8363, 1.7276], [-1.7785, -3.1372, 1.9602], [-2.3112, -4.3477, 1.1633], [-3.4229, -4.0030, 0.2228], [-3.3473, -4.5482, -1.0124], [-4.4596, -3.2072, 0.4612], [-4.7801, -2.7528, 1.6486], [-5.2843, -2.7638, -0.4572], [-3.2245, 1.2411, 3.1453], [-4.7241, 0.6970, 3.3827], [-1.8751, 0.6936, 4.1965], [-2.5168, 0.9544, 5.8629], [-2.2324, -0.2640, 6.7743], [-3.4901, -0.8243, 7.4592], [-1.1493, 4.3781, 5.2604], [-0.2324, 5.5397, 4.3229], [-1.3049, 6.0731, 5.6346], [-2.0446, 5.8906, 2.8783], [-3.1506, 6.0791, 4.2841], [-4.0277, 4.1965, 3.1756], [-3.0841, 3.5622, 4.5085], [-2.0817, 3.9529, 1.6547], [-1.1905, 3.0852, 2.8936], [-1.0420, 1.1317, 1.7520], [-1.6313, 2.0832, 0.4004], [-3.1151, -0.4597, 1.2438], [-3.3164, 0.5109, -0.1790], [-1.5195, -0.3362, -1.2827], [-1.9875, -1.7527, -0.3891], [0.3065, 0.1642, 0.1039], [0.3774, -1.5274, -0.4125], [-0.7299, -0.8657, 2.3149], [1.2718, -0.9246, 3.4008], [1.1504, 1.0625, 1.8284], [2.6258, 0.7711, 2.6928], [2.4423, -0.3712, -0.0991], [3.8173, 0.2635, 0.7338], [2.0487, 2.4897, 0.4486], [3.5569, 2.2066, -0.3897], [1.7010, 0.6327, -1.8322], [0.9076, 2.1766, -1.5386], [1.1859, 2.3280, -3.9896], [1.4644, 3.8545, -3.1076], [2.6345, 3.2767, -4.3240], [2.5474, -2.3087, 1.0384], [3.7593, -1.9090, 3.6005], [4.6024, -2.7585, 0.9648], [5.2162, -3.2419, 2.5683], [5.7381, -0.4141, 1.8972], [6.7916, -1.5855, 2.6559], [6.6100, -1.5593, 0.8861], [0.0566, -3.2984, 0.7979], [-2.3801, -2.2568, 1.7624], [-1.9236, -3.3505, 3.0194], [-2.6677, -5.1058, 1.8650], [-1.5331, -4.8384, 0.5805], [-3.5819, 1.1728, 5.8188], [-2.0313, 1.8398, 6.2776], [-1.4838, 0.0317, 7.5099], [-1.7732, -1.0481, 6.1724], [-3.4543, -1.9119, 7.4903], [-4.3779, -0.5503, 6.8895], [-3.5818, -0.4546, 8.4788], [-1.0583, 8.0617, 2.2471], [-1.9634, 8.8673, 2.2587], [-2.3834, 9.5793, 1.0236], [-3.3788, 10.4631, 1.0539], [-4.1086, 10.7739, 2.3079], [-5.0144, 11.5786, 2.3285], [-3.6858, 10.0595, 3.5394], [-2.6925, 9.1756, 3.5162], [-1.8431, 9.3394, 0.1111], [-3.7095, 10.9976, 0.1713], [-4.2309, 10.3021, 4.4427], [-2.3653, 8.6424, 4.4000], [-3.1671, 10.8249, -6.1783], [-2.7201, 10.3178, -5.1747], [-2.4160, 11.1328, -3.9692], [-1.9227, 10.5753, -2.8673], [-1.6575, 9.1167, -2.7955], [-1.2105, 8.6080, -1.7877], [-1.9597, 8.3020, -3.9971], [-2.4531, 8.8581, -5.0998], [-2.6179, 12.1935, -4.0466], [-1.6898, 11.1499, -1.9790], [-1.7567, 7.2418, -3.9183], [-2.6830, 8.2855, -5.9891], [6.9066, -8.1594, -2.1674], [6.6315, -6.9913, -1.9945], [5.6983, -6.5705, -0.9189], [5.3968, -5.2888, -0.7335], [5.9801, -4.2258, -1.5940], [5.7049, -3.0559, -1.4239], [6.9102, -4.6478, -2.6677], [7.2124, -5.9292, -2.8499], [5.2854, -7.3615, -0.3059], [4.7187, -4.9605, 0.0442], [7.3169, -3.8581, -3.2860], [7.8867, -6.2641, -3.6246], [-4.4269, -5.7521, -6.2879], [-5.1285, -5.8925, -5.3097], [-6.3097, -6.7936, -5.3342], [-7.0824, -6.9482, -4.2629], [-6.7952, -6.2267, -2.9960], [-7.4974, -6.3708, -2.0192], [-5.6155, -5.3258, -2.9721], [-4.8438, -5.1723, -4.0440], [-6.4973, -7.3085, -6.2678], [-7.9476, -7.5987, -4.2565], [-5.4273, -4.8095, -2.0438], [-3.9785, -4.5215, -4.0475], [5.9175, -6.8288, -5.2712], [6.4190, -7.5188, -6.1341], [6.9653, -8.8601, -5.8102], [7.5208, -9.6198, -6.7504], [7.6152, -9.1584, -8.1591], [8.1192, -9.8493, -9.0161], [7.0679, -7.8137, -8.4789], [6.5128, -7.0533, -7.5396], [6.8860, -9.1694, -4.7746], [7.9280, -10.6008, -6.5416], [7.1491, -7.4990, -9.5115], [6.1065, -6.0715, -7.7472]], "lowdin_charge": [-0.0905, -0.2446, -0.2039, -0.2307, -0.1891, -0.2077, -0.1668, -0.1562, -0.1460, -0.2377, -0.2143, -0.1434, -0.1826, -0.1412, -0.2361, -0.1905, -0.1204, -0.3129, 0.0078, -0.2387, -0.0790, -0.1756, 0.6370, -0.2518, -0.2584, -0.2838, -0.1490, -0.0813, -0.2097, 0.0625, -0.3421, 0.1555, 0.1570, -1.0874, 0.7499, 0.9246, -0.4844, -0.2941, -0.0969, 0.0599, 0.0717, 0.0644, 0.0815, 0.0980, 0.1205, 0.0945, 0.1285, 0.1076, 0.0663, 0.1337, 0.0676, 0.1245, 0.1150, 0.0963, 0.0832, 0.1246, 0.0831, 0.1403, 0.0957, 0.1204, 0.0928, 0.0956, 0.1097, 0.1146, 0.1175, 0.1113, 0.0863, 0.0871, 0.0861, 0.1540, 0.1388, 0.0825, 0.1137, 0.0610, 0.0662, 0.0613, 0.1405, 0.0852, 0.1175, 0.1324, 0.1258, 0.0402, 0.0643, 0.1003, 0.0768, 0.0690, 0.0636, 0.0689, 0.1023, -0.3736, 0.0311, 0.0205, -0.3885, 0.1052, 0.0223, 0.0184, 0.0860, 0.1155, 0.1219, 0.1166, 0.1152, -0.3837, 0.0265, 0.0189, -0.3734, 0.0887, 0.0232, 0.0249, 0.1241, 0.1198, 0.1225, 0.1234, 0.1000, -0.3806, 0.0294, 0.0251, -0.3757, 0.0936, 0.0253, 0.0012, 0.1240, 0.1116, 0.1239, 0.1166, 0.1029, -0.3874, 0.0179, 0.0190, -0.3802, 0.1097, 0.0227, 0.0252, 0.1205, 0.1208, 0.0930, 0.1218, 0.0952, -0.3742, 0.0278, 0.0250, -0.3860, 0.1100, 0.0225, 0.0215, 0.1155, 0.1232, 0.1221, 0.1216], "lumo_ev": -1.872, "mol_weight_g_mol": 1159.4, "orbital_gap_ev": 6.7, "smiles": "CCCCN(CCCC[C@@H]1[C@H](CCCCOC)[C@@H](NCC)OS(=O)(=O)[C@H]1CCC(F)=C(F)F)C(=S)SCCC.O=C1C=CC(=O)C=C1.O=C1C=CC(=O)C=C1.O=C1C=CC(=O)C=C1.O=C1C=CC(=O)C=C1.O=C1C=CC(=O)C=C1", "e_homo_ha": -0.314, "de_lowest_kj_mol": 0.0, "charge": 0}

---

3.
{"formula": "C3H15NO3", "method": "the ωB97M-V functional and the def2-TZVPD basis", "symbols": ["C", "C", "C", "N", "H", "H", "H", "H", "H", "H", "H", "H", "H", "O", "H", "H", "O", "H", "H", "O", "H", "H"], "xyz": [[-0.8812, 0.8464, 0.1447], [-0.9629, -0.6177, -0.0243], [-2.1080, -1.3455, 0.6224], [-0.9058, -0.8801, -1.5041], [-0.2356, 1.3300, -0.6119], [-1.7443, 1.3256, -0.1924], [-0.5031, 1.2395, 1.1846], [0.0236, -1.0017, 0.3730], [-2.0219, -1.1961, 1.5808], [-3.1102, -0.9974, 0.4409], [-2.1031, -2.3917, 0.4328], [-0.7445, -0.0692, -1.9788], [-1.8188, -1.3124, -1.7531], [2.6266, 1.1922, 0.3457], [1.8639, 0.8035, -0.0729], [3.3434, 0.7599, -0.2512], [2.1212, -0.0593, -2.0021], [1.2811, -0.4509, -2.2585], [2.8150, -0.6439, -2.3028], [0.9073, 1.4869, 2.4112], [1.6707, 1.0056, 2.1459], [0.4866, 0.9761, 3.2701]], "nbo_charge": [-0.6681, -0.0474, -0.6146, -0.8600, 0.1961, 0.2002, 0.2754, 0.1680, 0.2097, 0.2040, 0.2098, 0.3471, 0.3626, -0.9577, 0.4831, 0.4772, -0.9733, 0.4939, 0.4764, -0.9456, 0.4957, 0.4674], "lumo_ev": 0.664, "mol_weight_g_mol": 113.2, "orbital_gap_ev": 10.0, "smiles": "CC(C)N.O.O.O", "e_homo_ha": -0.344, "de_lowest_kj_mol": 205.0, "charge": 0}